{
  "formula": "C16H21Cl3N4NaO2S2",
  "method": "ωB97M-V/def2-TZVPD",
  "symbols": ["Cl", "Cl", "Cl", "S", "S", "Na", "O", "O", "N", "N", "N", "N", "C", "C", "C", "C", "C", "C", "C", "C", "C", "C", "C", "C", "C", "C", "C", "C", "H", "H", "H", "H", "H", "H", "H", "H", "H", "H", "H", "H", "H", "H", "H", "H", "H", "H", "H", "H", "H"],
  "positions_angstrom": [[0.11307, -2.52849, 6.26708], [1.79561, -0.82437, 4.63197], [-1.01689, -0.19832, 4.96340], [0.51657, -1.84100, -2.15644], [-2.90514, -1.97892, -1.02904], [-0.94474, -1.57429, 0.85375], [0.22504, -0.01068, 1.95547], [0.74597, -2.02378, -0.68054], [-5.41028, -1.36219, -0.40776], [-0.39057, -3.06453, 2.82103], [-2.60774, 0.10035, 1.18900], [-3.91883, -0.15214, 0.79375], [-1.32563, 3.21771, 2.56710], [0.99978, 3.33813, 3.06552], [2.13066, -1.81354, -4.40651], [3.53533, -1.77700, -4.99919], [0.17080, -1.47675, 4.81525], [-4.07538, -1.07002, -0.11434], [1.63725, 1.08476, -0.90339], [2.16986, -1.70877, -2.89107], [0.04940, 1.21544, 2.25819], [-2.45658, 1.26921, 1.68146], [1.14365, 2.01948, 2.69981], [-0.04078, -0.12758, -2.44586], [0.18721, 0.82089, -1.28006], [-0.25018, 3.95996, 3.01442], [-1.22411, 1.87887, 2.17612], [-0.15054, -2.32905, 3.66664], [1.53454, -1.00024, -4.82956], [1.62779, -2.74139, -4.68993], [2.11131, 1.53226, 2.73836], [-1.11092, -0.22295, -2.63122], [-0.31157, 1.75851, -1.54594], [0.47463, 0.20796, -3.35099], [1.86784, 3.89758, 3.40015], [-5.54371, -1.72726, -1.33541], [2.22471, 1.43695, -1.75973], [1.67976, 1.84773, -0.12558], [-0.33545, 0.45683, -0.39560], [-6.04551, -0.62559, -0.13791], [4.14261, -2.59947, -4.61661], [2.71300, -2.55369, -2.46197], [-0.37214, 4.99587, 3.30430], [2.64081, -0.78560, -2.54729], [2.09477, 0.18161, -0.49915], [-2.30471, 3.68502, 2.50119], [4.04355, -0.84502, -4.74500], [-3.34043, 1.91579, 1.70893], [3.50629, -1.85829, -6.08682]],
  "forces_ev_per_angstrom": [[0.0, 0.0, 0.0], [0.0, 0.0, 0.1], [-0.1, 0.1, 0.0], [-0.1, -0.1, 0.3], [0.0, 0.0, 0.0], [0.1, 0.0, 0.0], [0.0, -0.2, 0.1], [0.0, 0.0, -0.3], [0.1, 0.0, 0.1], [0.0, 0.0, 0.1], [-0.1, -0.2, -0.2], [0.0, -0.1, -0.1], [-0.1, 0.0, 0.0], [0.0, 0.0, 0.0], [0.0, 0.0, 0.0], [0.0, 0.0, -0.1], [0.0, 0.0, 0.0], [0.0, 0.1, 0.0], [0.0, 0.0, -0.1], [0.0, 0.0, 0.1], [-0.1, 0.0, -0.1], [0.0, 0.0, 0.0], [0.0, 0.0, 0.0], [0.0, -0.1, 0.0], [0.0, 0.1, 0.1], [0.0, 0.1, 0.0], [0.0, 0.0, 0.0], [0.1, 0.0, -0.1], [0.0, 0.0, 0.0], [0.0, 0.0, 0.0], [0.0, 0.0, 0.0], [0.0, 0.0, -0.1], [0.0, 0.0, 0.0], [-0.1, 0.0, 0.0], [0.0, 0.0, 0.0], [0.0, 0.0, 0.0], [0.0, 0.0, 0.0], [0.0, 0.0, 0.0], [0.0, 0.0, -0.1], [0.0, 0.0, 0.0], [0.0, 0.0, 0.0], [0.0, 0.0, 0.0], [0.0, 0.0, 0.0], [0.0, -0.1, 0.0], [0.0, 0.0, 0.0], [0.0, 0.0, 0.0], [0.0, 0.0, 0.0], [0.0, 0.0, 0.0], [0.0, 0.0, 0.0]],
  "lowdin_charge": [0.58, 0.66, 0.70, 0.92, 0.49, 0.11, -0.16, -0.54, 0.00, 0.23, -0.03, -0.05, -0.09, -0.13, -0.31, -0.12, -1.58, -0.93, -0.10, -0.37, -0.47, -0.12, -0.08, -0.34, -0.27, -0.14, -0.17, -0.37, 0.10, 0.11, 0.09, 0.05, 0.12, 0.08, 0.09, 0.04, 0.07, 0.07, 0.07, 0.06, 0.07, 0.10, 0.08, 0.08, 0.07, 0.10, 0.07, 0.10, 0.07],
  "e_above_lowest_kcal_mol": 0.0,
  "lumo_energy_ev": 2.2,
  "mol_weight_g_mol": 494.85,
  "charge": -1,
  "spin_multiplicity": 1
}

{
  "formula": "C16H21F2NO2S",
  "method": "ωB97M-V/def2-TZVPD",
  "symbols": ["S", "F", "F", "O", "O", "N", "C", "C", "C", "C", "C", "C", "C", "C", "C", "C", "C", "C", "C", "C", "C", "C", "H", "H", "H", "H", "H", "H", "H", "H", "H", "H", "H", "H", "H", "H", "H", "H", "H", "H", "H", "H", "H"],
  "positions_angstrom": [[-0.38947, 2.42274, -2.33887], [2.10129, 0.46814, 2.52202], [2.81973, 3.10946, -4.11360], [5.55269, 2.91041, -2.79188], [1.55629, -1.04517, -1.29975], [-4.43439, 1.44679, 0.56350], [-1.55018, 1.61429, -1.09981], [3.09153, -1.72368, 1.44402], [0.62447, 1.11485, -3.26236], [-0.80809, 1.11727, 0.28692], [3.79806, 0.13865, -0.47991], [-5.16485, -1.69034, 1.93908], [4.79923, 1.16273, -0.97664], [3.10644, 2.10910, -3.02690], [1.91192, -0.99344, 2.37818], [-5.88164, -0.70072, 1.02087], [4.59161, 2.11027, -2.29851], [4.21500, -0.67710, 0.87565], [2.43961, -0.04687, -1.37328], [-3.88038, -2.24241, 1.33376], [2.12435, 1.10040, -2.54936], [-5.07897, 0.50253, 0.76780], [-3.42104, -2.96397, 2.01608], [-5.84042, -2.52805, 2.14995], [-0.26931, 0.08126, 0.20721], [-2.33621, 2.44790, -0.77716], [-3.14994, -1.44808, 1.15050], [3.66314, -2.44164, 2.20772], [-4.08171, -2.74996, 0.38528], [5.81877, 1.30366, -0.37470], [0.83297, -1.18522, 1.96087], [1.96627, -1.44835, 3.48020], [-1.67659, 0.97895, 1.08644], [5.20579, -1.29296, 0.65376], [-6.13149, -1.18790, 0.07116], [-0.06801, 1.92646, 0.70544], [0.11005, 0.05509, -3.28518], [-2.18476, 0.72348, -1.53313], [4.51100, 0.09166, 1.73868], [-6.82937, -0.40776, 1.48630], [-4.93528, -1.21532, 2.90067], [2.61268, -2.43040, 0.64301], [0.65921, 1.48324, -4.39401]],
  "forces_ev_per_angstrom": [[-0.5, -1.1, 0.0], [-0.2, -2.7, -0.5], [1.0, -3.5, 3.7], [-5.7, -5.1, 3.4], [5.5, 5.8, -0.1], [-0.9, -1.4, 0.3], [-0.6, -0.7, 1.5], [0.3, -0.1, 1.4], [0.7, -0.7, -0.1], [-0.8, 0.0, 0.5], [2.6, 3.1, -1.6], [0.3, -0.3, 0.2], [-2.7, -2.2, 0.6], [-1.2, -2.2, 1.6], [0.0, -0.5, 0.5], [-0.3, -0.1, 0.2], [2.8, 3.5, -2.4], [0.0, -0.3, -0.1], [-2.9, -2.6, -0.6], [0.1, 0.0, 0.0], [1.2, 2.3, -2.2], [0.7, 1.2, -0.4], [0.0, 0.1, -0.1], [0.0, 0.2, 0.0], [-0.9, 2.1, -0.2], [1.9, -1.7, -1.0], [-0.1, -0.1, 0.0], [-1.1, 1.6, -1.7], [0.1, 0.0, 0.1], [-2.5, -0.2, -1.6], [2.2, 0.6, 0.7], [-0.1, 1.2, -2.4], [1.8, 0.3, -1.6], [-2.2, 1.3, 0.2], [0.1, 0.2, 0.1], [-1.4, -1.6, -1.0], [1.2, 2.2, 0.4], [1.4, 1.8, 0.6], [-0.9, -1.6, -2.1], [0.1, 0.1, -0.2], [-0.1, 0.0, -0.2], [0.9, 1.7, 1.4], [0.3, -0.7, 2.7]],
  "lowdin_charge": [0.77, -0.15, -0.04, -0.02, -0.03, 0.16, -0.55, -0.17, -0.42, -0.19, -0.06, -0.27, 0.06, -0.01, -0.13, -0.19, -0.17, -0.16, -0.13, -0.11, -0.08, -0.20, 0.07, 0.11, 0.05, 0.07, 0.06, 0.12, 0.08, 0.15, 0.11, 0.13, 0.06, 0.13, 0.12, 0.08, 0.10, 0.08, 0.14, 0.12, 0.11, 0.11, 0.10],
  "lumo_energy_ev": -2.1,
  "mol_weight_g_mol": 329.41,
  "charge": 0,
  "spin_multiplicity": 1
}

{
  "formula": "C16H21F3NO6",
  "method": "ωB97M-V/def2-TZVPD",
  "symbols": ["F", "F", "F", "O", "O", "O", "O", "O", "O", "N", "C", "C", "C", "C", "C", "C", "C", "C", "C", "C", "C", "C", "C", "C", "C", "C", "H", "H", "H", "H", "H", "H", "H", "H", "H", "H", "H", "H", "H", "H", "H", "H", "H", "H", "H", "H", "H"],
  "positions_angstrom": [[1.25132, -0.73896, 3.07277], [2.00219, -0.64392, 5.09758], [2.12612, 1.09655, 3.83032], [-1.73459, -1.99720, -3.64641], [-0.50056, 1.42421, 3.85537], [-1.40831, -4.12840, -4.19770], [-0.37093, 1.39499, -3.03981], [-0.58695, -0.01685, 5.59265], [1.69798, 1.44124, -3.89861], [2.60712, 0.92731, 0.87724], [-2.77611, -2.08821, -2.65451], [1.41773, -0.09678, -0.91338], [-0.03918, 0.47700, 4.65826], [1.02512, -1.69226, -2.88809], [2.07798, 2.24106, -0.98826], [-1.83075, 1.91622, 4.15652], [0.80149, 1.34344, -2.89808], [1.35496, 0.03959, 4.17791], [0.45615, -3.09877, -3.21814], [-3.02207, -0.71955, -2.05288], [1.45086, 1.14231, -1.56179], [2.02751, -0.15266, 0.33389], [0.76983, -1.35844, -1.42647], [-1.78634, 2.97561, 5.23435], [2.65017, 2.11297, 0.25874], [-0.97307, -3.12751, -3.72239], [3.01297, 0.84657, 1.80300], [-2.20390, 2.33208, 3.22337], [-0.29676, -1.38256, -1.22368], [2.04520, -1.06093, 0.90726], [-3.70519, -2.42161, -3.11168], [-2.93441, 0.04856, -2.80960], [0.54094, -1.00372, -3.57097], [0.41141, -3.67786, -2.29818], [-1.42862, 2.56226, 6.17698], [1.19524, -2.17149, -0.83935], [-1.11111, 3.78319, 4.95017], [-2.47871, 1.08634, 4.43244], [-2.31500, -0.53683, -1.24721], [3.13591, 2.94332, 0.74043], [2.08623, -1.72810, -3.12448], [1.07401, -3.59033, -3.95568], [2.10903, 3.18686, -1.49957], [-4.02304, -0.65771, -1.63350], [1.49166, 2.20478, -4.45725], [-2.51307, -2.82504, -1.89584], [-2.78045, 3.38922, 5.39428]],
  "forces_ev_per_angstrom": [[-0.1, 0.1, 0.1], [-0.1, 0.0, 0.0], [-0.1, 0.0, -0.1], [0.7, 0.3, 0.8], [0.2, -0.2, -0.1], [-0.3, -0.5, 0.0], [-0.9, 0.3, 0.2], [0.2, -0.1, 0.0], [0.7, 0.6, 0.5], [0.0, 0.0, -0.1], [-0.9, 0.3, -0.2], [-0.1, 0.1, 0.5], [-0.4, 0.3, -0.1], [-0.4, -0.9, -0.5], [0.1, -0.3, 0.4], [-0.5, 0.3, 0.1], [0.3, -0.3, -0.4], [0.4, -0.2, 0.2], [-0.3, 1.4, 0.4], [0.2, -0.3, 0.2], [0.2, -0.4, -0.1], [-0.1, 0.2, -0.5], [0.6, -0.1, -0.1], [0.3, -0.1, 0.1], [-0.2, 0.2, -0.5], [-0.1, -0.3, -0.7], [0.0, 0.0, 0.1], [0.2, 0.0, -0.1], [-0.2, 0.3, 0.0], [0.1, -0.1, 0.2], [0.1, -0.3, -0.3], [0.1, 0.2, -0.1], [0.0, 0.3, 0.0], [0.3, -0.4, 0.0], [-0.1, 0.0, 0.0], [0.0, -0.1, 0.1], [-0.1, 0.0, -0.1], [0.2, -0.1, 0.1], [0.1, 0.3, 0.0], [0.1, -0.1, 0.3], [0.2, 0.3, 0.2], [0.0, -0.3, 0.0], [0.1, 0.2, 0.0], [-0.1, -0.1, 0.1], [-0.3, -0.4, -0.4], [0.1, -0.1, 0.1], [0.0, 0.0, 0.0]],
  "lowdin_charge": [0.14, 0.21, 0.14, -0.03, 0.02, 0.16, 0.20, 0.20, 0.14, 0.12, -0.22, -0.08, -0.41, -0.16, 0.06, -0.19, -0.50, -0.52, -0.06, -0.06, -0.02, 0.04, -0.11, -0.05, 0.01, -0.49, 0.16, 0.13, 0.12, 0.14, 0.12, 0.08, 0.10, 0.13, 0.08, 0.12, 0.08, 0.13, 0.06, 0.15, 0.13, 0.13, 0.14, 0.08, 0.15, 0.13, 0.09],
  "lumo_energy_ev": -4.6,
  "mol_weight_g_mol": 380.34,
  "charge": 1,
  "spin_multiplicity": 1
}

What F_max values result from the calculations? In sequence: 0.35 8.38 1.48 eV Å⁻¹.
What HOMO energy values result from the calculations? In sequence: -0.136 -0.312 -0.459 Eh.